1.
The following is a quantum chemistry calculation of an isolated molecule of C7H11NO, from the OMol25 dataset.

Output
* energy relative to the best compared isomer or geometry (same formula, charge and spin): 2.5618 eV
* charge: 0
* LUMO level: 1.03 eV
* SMILES: C=C1OC=N[C@@]1(C)CC
* frontier orbital gap: 9.9 eV
* spin multiplicity: 1

Each line ends with the Löwdin charge.
Positions of all 20 atoms, in Å:
C 0.886 -2.047 -0.745  0.100
C 1.091 -0.872 -0.168  -0.255
O 2.124 -0.019 -0.433  0.016
C 1.809 1.250 -0.050  -0.144
N 0.693 1.322 0.532  0.108
C 0.047 0.061 0.584  -0.457
C -0.243 -0.276 2.077  0.001
C -1.321 0.179 -0.177  -0.206
C -1.245 0.952 -1.487  -0.117
H 1.779 -2.330 -1.202  0.052
H 0.022 -2.598 -0.755  0.043
H 2.740 1.817 0.034  0.149
H -1.043 0.386 2.178  0.050
H 0.587 0.059 2.710  0.085
H -0.241 -1.379 2.175  0.099
H -1.839 -0.765 -0.360  0.106
H -2.077 0.597 0.507  0.107
H -1.140 2.013 -1.186  0.065
H -2.258 0.940 -1.994  0.083
H -0.371 0.711 -2.239  0.115


2.
The following is a quantum chemistry calculation of a structure of composition C40H42EuN7O2S3Te, from the OMol25 dataset.

Output
* energy relative to the best compared isomer or geometry (same formula, charge and spin): 1.8060 eV
* charge: +1
* LUMO level (spin up / spin down): -2.27 / -2.27 eV
* frontier orbital gap (spin up / spin down): 7.2 / 7.3 eV
* spin multiplicity: 8
* <S²>: 15.759

Each line ends with the Löwdin spin population.
Positions of all 96 atoms, in Å:
Eu 2.093 -0.813 1.903  7.026
N -1.173 -3.033 1.101  0.000
C 0.012 -3.671 1.009  0.000
N 1.136 -3.307 1.561  -0.005
C 2.165 -4.236 1.237  0.000
C 1.756 -5.248 0.437  0.000
S 0.048 -5.094 0.108  0.000
C 3.403 -4.045 2.033  0.001
C 4.222 -5.006 2.602  0.000
S 5.290 -4.247 3.689  0.000
C 4.551 -2.717 3.362  0.002
N 3.677 -2.723 2.438  -0.007
N 4.934 -1.520 3.954  0.002
H -1.046 -2.035 1.328  0.000
H -1.721 -3.137 0.272  0.000
H 2.287 -6.086 0.131  0.000
H 4.149 -6.009 2.335  0.000
H 5.678 -1.553 4.607  0.000
H 5.211 -0.838 3.249  0.001
C -1.974 5.042 2.358  0.000
C -1.564 3.688 1.934  0.000
C -1.071 2.857 2.988  0.000
C -0.602 1.583 2.815  0.001
C 0.210 1.056 3.939  0.002
O 1.280 0.494 3.736  -0.009
C -0.288 1.140 5.321  0.000
C 0.567 1.172 6.411  0.000
C 0.140 0.981 7.676  0.000
C -1.262 0.687 7.911  0.000
C -2.146 0.751 6.849  0.000
C -1.639 0.939 5.598  0.000
C -0.555 1.054 1.516  0.000
O -0.002 -0.122 1.256  -0.013
C -1.198 1.751 0.463  0.000
C -1.644 3.033 0.649  0.000
C -1.212 1.064 -0.900  0.000
N -0.439 1.374 -1.839  0.000
C 0.613 2.374 -1.722  0.000
C 0.234 3.555 -2.563  0.000
Te -0.314 3.462 -4.663  0.000
C -2.164 2.494 -4.464  0.000
C -3.169 2.836 -3.608  0.000
C -4.230 1.921 -3.308  0.000
C -4.269 0.720 -3.927  0.000
C -3.332 0.430 -4.959  0.000
C -2.340 1.292 -5.165  0.000
C -2.244 -0.058 -1.023  0.000
C -3.424 -0.005 -0.321  0.000
C -4.310 -1.103 -0.338  0.000
C -4.028 -2.211 -1.184  0.000
C -2.904 -2.147 -2.016  0.000
C -2.025 -1.148 -1.932  0.000
H -2.635 4.982 3.204  0.000
H -2.521 5.561 1.583  0.000
H -1.180 5.724 2.658  0.000
H -1.092 3.281 4.047  0.000
H 1.595 1.283 6.274  0.000
H 0.807 0.791 8.531  0.000
H -1.549 0.481 8.928  0.000
H -3.242 0.596 6.942  0.000
H -2.401 0.931 4.817  0.000
H -2.100 3.537 -0.194  0.000
H 1.541 1.861 -1.892  0.000
H 0.599 2.669 -0.668  0.000
H 1.078 4.310 -2.662  0.000
H -0.608 4.148 -2.131  0.000
H -3.111 3.747 -3.054  0.000
H -4.969 2.304 -2.658  0.000
H -5.040 -0.092 -3.692  0.000
H -3.376 -0.493 -5.495  0.000
H -1.626 1.082 -5.945  0.000
H -3.628 0.881 0.281  0.000
H -5.185 -0.974 0.289  0.000
H -4.735 -2.990 -1.230  0.000
H -2.817 -2.968 -2.750  0.000
H -1.161 -1.073 -2.673  0.000
C 3.620 0.124 -5.289  0.000
C 3.087 1.154 -4.284  0.000
N 3.565 0.874 -2.922  0.000
C 3.136 -0.089 -2.057  -0.001
S 3.817 -0.317 -0.486  -0.004
N 2.258 -0.924 -2.583  0.000
C 1.625 -2.142 -2.031  0.001
C 1.286 -3.111 -3.137  0.000
H 3.028 0.261 -6.253  0.000
H 3.307 -0.793 -4.831  0.000
H 4.776 0.159 -5.356  0.000
H 2.048 1.238 -4.346  0.000
H 3.466 2.182 -4.480  0.000
H 4.432 1.281 -2.630  0.000
H 1.839 -0.697 -3.471  0.000
H 0.696 -1.711 -1.468  0.000
H 2.313 -2.607 -1.332  0.000
H 0.658 -2.601 -3.890  0.000
H 0.908 -4.002 -2.722  0.000
H 2.129 -3.492 -3.780  0.000


3.
The following is a quantum chemistry calculation of the ion C5H9N4 with charge +1, from the OMol25 dataset.

Output
* energy relative to the best compared isomer or geometry (same formula, charge and spin): 0.9602 eV
* charge: +1
* LUMO level: -3.22 eV
* SMILES: Cn1cnc(N)cc1=[NH2+]
* frontier orbital gap: 10.0 eV
* spin multiplicity: 1

Each line ends with the Löwdin charge.
Positions of all 18 atoms, in Å:
C -1.847 1.181 0.378  0.021
N -0.568 0.624 -0.056  -0.038
C 0.507 1.498 -0.213  -0.116
N 1.715 1.218 -0.359  0.151
C 2.109 -0.053 -0.055  -0.384
N 3.404 -0.094 0.385  0.183
C 1.215 -1.079 -0.063  0.077
C -0.289 -0.701 -0.120  -0.226
N -1.233 -1.613 -0.127  0.219
H -2.503 1.615 -0.486  0.159
H -2.342 0.513 1.006  0.076
H -1.520 1.928 0.973  0.058
H 0.312 2.605 -0.468  0.185
H 3.655 -1.080 0.556  0.130
H 4.119 0.518 0.115  0.101
H 1.447 -2.216 -0.026  0.150
H -0.848 -2.489 -0.100  0.089
H -2.239 -1.453 0.092  0.163


4.
The following is a quantum chemistry calculation of a structure of composition C33H28CdCl2N3OS4, from the OMol25 dataset.

Output
* energy relative to the best compared isomer or geometry (same formula, charge and spin): 0.6381 eV
* charge: -1
* LUMO level: 2.36 eV
* frontier orbital gap: 6.0 eV
* spin multiplicity: 1

Each line ends with the Löwdin charge.
Positions of all 72 atoms, in Å:
Cd -0.126 -0.579 -0.134  1.160
S -2.507 0.197 0.059  0.438
C -3.471 -1.239 0.307  -0.726
C -4.856 -1.036 0.480  -0.151
C -5.738 -2.071 0.698  -0.108
C -5.285 -3.386 0.759  -0.117
C -3.934 -3.620 0.589  -0.136
C -3.032 -2.580 0.357  -0.559
S -1.332 -3.053 0.158  0.868
C -1.272 -3.297 -1.643  -0.402
C 0.115 -3.128 -2.198  -0.361
C 0.561 -3.958 -3.220  -0.024
C 1.764 -3.664 -3.835  -0.053
C 2.483 -2.558 -3.412  -0.012
C 1.987 -1.793 -2.366  -0.324
C 2.723 -0.576 -1.880  -0.406
S 1.664 0.890 -1.860  0.847
C 1.378 1.036 -3.608  -0.564
C 2.412 1.593 -4.360  -0.151
C 2.322 1.704 -5.734  -0.131
C 1.152 1.254 -6.352  -0.124
C 0.121 0.727 -5.612  -0.152
C 0.172 0.593 -4.201  -0.777
S -1.194 0.003 -3.327  0.436
N 0.832 -2.095 -1.771  0.051
H -5.223 -0.018 0.433  0.086
H -6.793 -1.851 0.821  0.095
H -5.968 -4.206 0.937  0.090
H -3.546 -4.630 0.638  0.092
H -1.894 -2.525 -2.107  0.058
H -1.666 -4.278 -1.906  0.079
H -0.049 -4.791 -3.542  0.109
H 2.129 -4.278 -4.649  0.104
H 3.413 -2.275 -3.886  0.112
H 3.591 -0.390 -2.512  0.079
H 3.044 -0.730 -0.849  0.032
H 3.300 1.936 -3.840  0.092
H 3.133 2.132 -6.310  0.083
H 1.046 1.329 -7.429  0.090
H -0.787 0.396 -6.101  0.081
Cl 4.707 -1.026 1.605  0.661
C 3.333 -0.852 2.663  -0.586
C 3.570 -0.618 4.022  -0.151
C 2.533 -0.454 4.893  -0.626
Cl 2.866 -0.153 6.585  0.630
C 1.194 -0.519 4.437  -0.186
C 0.056 -0.345 5.257  -0.041
C -1.191 -0.409 4.706  -0.055
C -1.313 -0.649 3.322  -0.149
N -0.278 -0.828 2.546  0.055
C 0.967 -0.766 3.064  -0.168
C 2.054 -0.936 2.109  -0.435
O 1.823 -1.147 0.874  -0.219
H 4.591 -0.564 4.375  0.097
H 0.192 -0.157 6.314  0.081
H -2.080 -0.276 5.309  0.097
H -2.286 -0.674 2.841  0.082
C -0.350 4.181 3.283  -0.042
C -0.044 4.176 1.781  -0.593
C -1.271 4.623 0.977  -0.037
C 1.165 5.063 1.468  -0.044
C 0.265 2.793 1.390  -0.145
N 0.453 1.700 1.101  0.172
H -0.570 5.203 3.601  0.085
H 0.498 3.811 3.858  0.089
H -1.214 3.553 3.502  0.089
H -1.528 5.646 1.258  0.086
H -2.124 3.975 1.179  0.089
H -1.069 4.594 -0.094  0.094
H 0.933 6.093 1.747  0.085
H 1.403 5.035 0.405  0.091
H 2.043 4.739 2.027  0.090


F_max: 3.93 3.80 4.38 0.28 (eV Å⁻¹)